[1]
ORCA calculation (ωB97M-V/def2-TZVPD) on 13 unconnected molecules or ions with the total composition C78H105N13O18.

Summary:
HOMO level = -8.31 eV
frontier orbital gap = 6.9 eV
calculated total energy = -138790.91585 eV

```
214
C78H105N13O18 ωB97M-V/def2-TZVPD
C -0.27 -3.03 -5.93
C -1.23 -4.04 -5.30
N -1.84 -3.63 -4.01
C -2.31 -4.78 -3.21
C -1.27 -5.46 -2.36
C -3.02 -2.79 -4.34
C -3.62 -1.97 -3.20
H -0.77 -2.08 -6.16
H 0.05 -3.43 -6.90
H 0.60 -2.82 -5.29
H -2.07 -4.20 -6.02
H -0.68 -4.99 -5.14
H -3.10 -4.39 -2.55
H -2.82 -5.52 -3.87
H -0.88 -4.80 -1.59
H -1.72 -6.32 -1.85
H -0.43 -5.86 -2.92
H -3.79 -3.48 -4.76
H -2.73 -2.09 -5.13
H -4.53 -1.48 -3.54
H -2.94 -1.18 -2.90
H -3.89 -2.58 -2.34
C 2.76 -6.04 3.93
C 2.06 -6.17 2.56
N 1.06 -5.12 2.25
C 0.23 -5.50 1.10
C -0.82 -6.51 1.52
C 1.79 -3.86 2.08
C 0.94 -2.61 1.96
H 3.74 -5.56 3.85
H 2.88 -7.05 4.36
H 2.20 -5.38 4.60
H 2.84 -6.15 1.78
H 1.56 -7.13 2.51
H -0.27 -4.59 0.73
H 0.86 -5.89 0.26
H -1.50 -6.73 0.69
H -0.35 -7.43 1.88
H -1.40 -6.13 2.36
H 2.48 -3.92 1.20
H 2.43 -3.75 2.96
H 0.42 -2.52 1.00
H 1.60 -1.74 2.08
H 0.17 -2.59 2.73
C 4.27 -0.46 -0.48
C 4.19 -1.60 -1.52
N 4.02 -2.89 -0.84
C 5.30 -3.28 -0.27
C 5.27 -4.43 0.73
C 3.35 -3.92 -1.66
C 1.87 -3.64 -1.97
H 5.25 -0.43 0.01
H 3.52 -0.68 0.30
H 4.08 0.52 -0.93
H 3.32 -1.45 -2.17
H 5.09 -1.60 -2.19
H 6.00 -3.58 -1.09
H 5.71 -2.41 0.25
H 4.85 -5.35 0.32
H 6.30 -4.68 1.00
H 4.72 -4.15 1.63
H 3.40 -4.85 -1.10
H 3.92 -4.11 -2.60
H 1.34 -3.39 -1.04
H 1.42 -4.53 -2.40
H 1.70 -2.80 -2.66
C -1.94 -0.43 0.17
C -1.43 0.88 -0.43
N -0.01 1.20 -0.16
C 0.34 1.42 1.25
C 1.60 2.30 1.45
C 0.95 0.26 -0.82
C 0.70 0.10 -2.32
H -1.25 -1.25 -0.08
H -2.94 -0.71 -0.18
H -2.00 -0.39 1.26
H -1.55 0.88 -1.52
H -2.02 1.73 -0.06
H 0.50 0.46 1.78
H -0.52 1.90 1.74
H 2.13 1.97 2.35
H 1.34 3.36 1.54
H 2.32 2.20 0.62
H 1.94 0.68 -0.65
H 0.93 -0.74 -0.34
H -0.12 -0.60 -2.51
H 0.50 1.07 -2.79
H 1.59 -0.32 -2.80
C -0.21 4.24 5.74
C 0.55 3.24 5.13
C -0.10 2.10 4.69
C -1.49 2.00 4.76
C -2.25 3.02 5.35
C -1.58 4.12 5.83
N -2.24 0.79 4.29
O -3.43 0.83 4.26
O -1.56 -0.16 3.94
H 0.29 5.14 6.10
H 1.63 3.32 5.05
H 0.43 1.26 4.26
H -3.34 2.95 5.34
H -2.15 4.94 6.24
C 5.59 1.88 -3.19
C 4.32 2.34 -2.89
C 3.28 1.97 -3.75
C 3.53 1.19 -4.89
C 4.81 0.71 -5.15
C 5.83 1.06 -4.28
N 2.46 0.74 -5.83
O 1.30 0.66 -5.45
O 2.79 0.46 -6.99
H 6.42 2.16 -2.55
H 4.13 2.96 -2.02
H 2.27 2.38 -3.59
H 4.98 0.07 -6.01
H 6.84 0.69 -4.45
C -2.24 0.80 -5.62
C -2.70 0.61 -6.91
C -4.03 0.91 -7.22
C -4.88 1.35 -6.23
C -4.44 1.52 -4.91
C -3.10 1.23 -4.61
N -6.34 1.52 -6.58
O -7.11 1.41 -5.65
O -6.70 1.74 -7.74
H -1.21 0.59 -5.38
H -2.04 0.21 -7.67
H -4.42 0.73 -8.22
H -5.12 1.85 -4.13
H -2.74 1.37 -3.60
C -0.49 7.93 2.07
C -0.14 6.71 1.54
C -1.07 5.68 1.57
C -2.31 5.86 2.19
C -2.66 7.06 2.76
C -1.73 8.10 2.71
N -3.24 4.68 2.24
O -4.18 4.72 3.01
O -3.02 3.72 1.50
H 0.15 8.80 1.97
H 0.81 6.57 1.04
H -0.85 4.73 1.10
H -3.62 7.21 3.24
H -1.94 9.06 3.15
C 1.85 4.90 -2.19
C 1.84 5.82 -3.23
C 0.75 5.91 -4.11
C -0.35 5.10 -3.91
C -0.37 4.18 -2.86
C 0.73 4.11 -1.99
N -1.53 5.20 -4.85
O -2.30 4.26 -4.83
O -1.61 6.15 -5.60
H 2.69 4.86 -1.50
H 2.68 6.48 -3.38
H 0.76 6.62 -4.92
H -1.26 3.60 -2.66
H 0.63 3.42 -1.15
C 3.68 5.29 4.24
C 3.46 5.60 2.91
C 4.02 4.80 1.91
C 4.78 3.69 2.28
C 4.93 3.31 3.61
C 4.36 4.13 4.58
N 5.35 2.82 1.18
O 5.90 1.83 1.56
O 5.16 3.08 0.01
H 3.26 5.93 5.01
H 2.89 6.47 2.61
H 3.90 5.01 0.86
H 5.42 2.38 3.86
H 4.40 3.81 5.62
C -2.89 -2.63 2.52
C -3.29 -3.32 1.38
C -4.63 -3.52 1.08
C -5.60 -2.95 1.89
C -5.23 -2.31 3.05
C -3.88 -2.18 3.38
N -7.04 -3.07 1.53
O -7.82 -2.38 2.15
O -7.35 -3.87 0.68
H -1.84 -2.41 2.70
H -2.54 -3.70 0.69
H -4.91 -4.08 0.21
H -5.98 -1.88 3.70
H -3.62 -1.62 4.26
C 4.18 -0.54 3.49
C 3.24 -0.38 4.52
C 3.25 -1.26 5.59
C 4.10 -2.36 5.58
C 5.03 -2.55 4.55
C 5.10 -1.58 3.54
N 4.13 -3.33 6.76
O 3.06 -3.47 7.32
O 5.13 -3.93 7.05
H 4.21 0.16 2.65
H 2.56 0.47 4.49
H 2.59 -1.09 6.44
H 5.70 -3.39 4.57
H 5.87 -1.68 2.78
C -6.82 1.52 2.89
C -7.81 0.80 2.21
C -7.60 0.39 0.89
C -6.46 0.77 0.22
C -5.49 1.53 0.87
C -5.66 1.87 2.21
N -6.21 0.26 -1.19
O -5.12 0.50 -1.72
O -7.06 -0.39 -1.72
H -6.95 1.75 3.95
H -8.68 0.43 2.75
H -8.31 -0.28 0.43
H -4.56 1.80 0.37
H -4.89 2.41 2.72
```

Here are the Mulliken charges for atoms 1 to 6, given in e: -0.7725, -0.6313, 0.9376, -0.9839, -0.7489, -1.2378

=====

[2]
ORCA calculation (ωB97M-V/def2-TZVPD) on a single C4H7ClO molecule.

Summary:
HOMO level = -9.94 eV
frontier orbital gap = 10.8 eV
SMILES = CC(=O)CCCl
calculated total energy = -18831.32556 eV
energy relative to the best compared isomer or geometry (same formula, charge and spin) = 19.6 kJ/mol

```
13
C4H7ClO ωB97M-V/def2-TZVPD
C -0.19 -0.78 -1.85
C -0.03 -0.77 -0.30
O -0.04 -1.77 0.35
C 0.05 0.63 0.27
C 0.17 0.53 1.73
Cl 0.25 2.13 2.51
H -1.27 -0.74 -2.09
H 0.24 0.12 -2.30
H 0.27 -1.71 -2.28
H -0.80 1.28 0.06
H 0.92 1.13 -0.16
H 1.10 -0.05 1.96
H -0.69 0.01 2.10
```

Here are the natural (NBO) charges for atoms 1 to 6, given in e: -0.7266, 0.6153, -0.5297, -0.5484, -0.3542, -0.0731